Formula: C32H48LaP2
Source: the Open Molecules 2025 dataset
Level of theory: ωB97M-V/def2-TZVPD

As for the spin multiplicity: 1. The value obtained for the molecular weight is 633.6 u. The net charge is +1. The HOMO energy comes out at -0.37205 Ha. The value obtained for the HOMO-LUMO gap is 7.358 eV.

Geometry as XYZ:
```
83
C32H48LaP2 | the Open Molecules 2025 dataset | ωB97M-V/def2-TZVPD
La -0.2627 -0.1515 1.6275
P -0.7869 -0.6259 -1.1765
P 1.9272 0.7326 0.0562
C -0.4306 -2.8376 2.5092
C 0.8500 -1.3808 3.7869
C -1.7110 -1.0054 -5.6449
C -2.2276 4.2411 7.0679
C -1.5034 2.2235 5.9488
C 1.2443 -0.2775 4.6993
C 1.7035 -2.0392 2.8428
C -0.8648 2.3612 3.5782
C 0.0569 0.7071 -2.1565
C 0.3060 1.7701 -5.5742
C 2.6709 2.1212 0.9716
C -1.8183 4.3095 4.6903
C -1.0145 -2.0658 -2.2728
C -1.4108 2.9542 4.7307
C -0.7790 -1.7913 -6.5197
C 3.1654 -1.7977 2.6846
C -0.9911 1.3448 -6.2998
C 3.3761 0.1030 -0.8398
C -2.2072 4.9576 5.8582
C -1.6035 -3.5083 1.8762
C 0.9961 1.5965 -1.3194
C 1.4358 -3.7440 0.9296
C 1.3423 -0.5519 -5.7430
C -0.4854 -1.8952 3.5915
C 0.9200 -2.9273 2.0686
C 1.2261 0.6550 -5.1774
C 0.5530 -1.0980 -6.8953
C -0.3275 1.9902 2.5056
C -1.7151 -1.3494 4.2249
C -1.8208 0.3285 -5.5714
C -1.8913 2.8749 7.1203
C -2.4951 0.0187 -1.0887
H -1.9895 -4.3509 2.4729
H -1.9229 2.3268 8.0633
H 3.4092 1.7134 1.6777
H 3.7554 -2.3522 3.4317
H 2.3181 -0.0428 4.5884
H -1.2529 1.1564 5.9657
H -1.7281 -1.5734 5.3024
H -0.7396 1.0077 -7.3118
H 0.6729 0.6484 4.5111
H 1.1793 -1.8551 -7.3967
H -1.3332 -3.9167 0.8910
H -1.6032 2.2539 -6.4272
H -2.5099 4.7420 7.9852
H 3.7129 0.9182 -1.4998
H 2.2150 -3.1897 0.3958
H -3.0964 -0.6425 -0.4519
H -1.7842 -0.2439 4.1381
H 0.3564 -0.3244 -7.6464
H 1.0800 -0.5635 5.7463
H 1.9399 0.9327 -4.3885
H -1.3443 -1.7689 -3.2786
H -2.4549 -1.6275 -5.1300
H 0.5754 0.2433 -3.0090
H 3.5157 -2.1297 1.6981
H 4.1407 -0.1374 -0.0896
H -2.5005 1.0303 -0.6676
H -2.6535 0.7671 -5.0029
H -2.9159 0.0366 -2.1018
H -0.5622 -2.7481 -6.0162
H -1.7820 -2.6933 -1.7943
H -2.4831 6.0159 5.8153
H 0.0478 2.3424 -4.6666
H -1.8052 4.8485 3.7412
H 0.4345 2.3984 -0.8095
H -1.2772 -2.0677 -7.4669
H 0.8355 2.4818 -6.2325
H 1.8876 -4.6969 1.2444
H 1.7782 2.0588 -1.9439
H 3.1078 -0.7991 -1.4106
H -0.0816 -2.6518 -2.3240
H -0.7529 1.3339 -2.5696
H 1.8876 2.6589 1.5169
H 3.1656 2.7558 0.2178
H 3.4137 -0.7354 2.8055
H 2.1498 -1.2196 -5.4112
H 0.6416 -3.9869 0.2182
H -2.6331 -1.7886 3.7908
H -2.4416 -2.8081 1.7400
```

Here are the Löwdin charges for atoms 1 to 8, given in e: La 1.6275; P 0.7397; P 0.7103; C -0.3278; C -0.3387; C -0.1380; C -0.0691; C -0.0296

=====

Formula: C4H8O2
Source: the Open Molecules 2025 dataset
Level of theory: ωB97M-V/def2-TZVPD

As for the spin multiplicity: 1. The value obtained for the molecular weight is 88.1 u. As for the SMILES: C[C@H]1O[C@H]1CO. The HOMO energy comes out at -0.33509 Ha. The value obtained for the HOMO-LUMO gap is 10.046 eV.

Geometry as XYZ:
```
14
C4H8O2 | the Open Molecules 2025 dataset | ωB97M-V/def2-TZVPD
O -2.3198 -0.0066 -0.7970
O 0.3989 -0.4326 1.7123
C 0.7287 -0.6585 0.3732
C 1.6650 0.4133 -0.1487
C -1.0456 0.4279 -0.4417
C -0.6771 -0.4626 0.7931
H -2.7901 0.0405 0.0413
H -0.9252 1.4935 -0.2391
H 0.8169 -1.6400 -0.0737
H -0.4416 0.2207 -1.3554
H -1.2429 -1.3980 0.8868
H 2.6375 0.1105 0.2451
H 1.7424 0.4750 -1.2395
H 1.4528 1.4169 0.2432
```

Here are the Löwdin charges for atoms 1 to 8, given in e: O -0.0472; O 0.0261; C -0.3700; C -0.0447; C -0.2495; C -0.2076; H 0.0905; H 0.1206

=====

Formula: C5H5ClO
Source: the Open Molecules 2025 dataset
Level of theory: ωB97M-V/def2-TZVPD

As for the spin multiplicity: 1. The value obtained for the molecular weight is 116.5 u. The HOMO energy (spin up / spin down) comes out at -0.33576 / -0.33000 Ha. The value obtained for the HOMO-LUMO gap (spin up / spin down) is 7.368 / 6.909 eV.

Geometry as XYZ:
```
12
C5H5ClO | the Open Molecules 2025 dataset | ωB97M-V/def2-TZVPD
Cl 3.4666 -2.1265 -1.5212
O 0.8034 1.3847 1.3473
C -0.0999 0.6783 0.6328
C 0.9562 -1.7878 -2.1249
C 0.2852 -0.1463 -0.3184
C 0.5771 -0.9936 -1.2377
C -1.5550 0.8523 0.9648
H 0.3618 1.9754 1.9688
H -1.6817 0.8151 2.0478
H -1.9249 1.8119 0.6027
H 0.9540 -2.5226 -2.8759
H -2.1427 0.0592 0.5139
```

Here are the Löwdin charges for atoms 1 to 8, given in e: Cl -0.1369; O 0.0895; C -0.3554; C 0.0413; C 0.0916; C -0.1502; C -0.0079; H 0.1176

=====

Formula: ClH3N2S2
Source: the Open Molecules 2025 dataset
Level of theory: ωB97M-V/def2-TZVPD

As for the spin multiplicity: 1. The value obtained for the molecular weight is 130.6 u. The HOMO energy comes out at -0.34075 Ha. The value obtained for the HOMO-LUMO gap is 9.095 eV.

Geometry as XYZ:
```
8
ClH3N2S2 | the Open Molecules 2025 dataset | ωB97M-V/def2-TZVPD
Cl -0.0248 1.8235 1.4518
S 1.3375 -0.7950 -0.7151
S -1.0360 -1.2944 0.8750
N -0.1970 -0.3293 -0.2682
N -0.5807 0.9063 -0.1936
H -0.8507 -0.3671 1.8443
H 0.1620 1.5884 -1.0400
H 1.1896 -1.5324 -1.9542
```

Atomic charges from the Löwdin analysis, expressed in e, are listed below: Cl 0.2635; S 0.6819; S 0.7124; N -1.1496; N -0.4477; H -0.1843; H 0.2018; H -0.0780

=====

Formula: C2H10O5
Source: the Open Molecules 2025 dataset
Level of theory: ωB97M-V/def2-TZVPD

As for the spin multiplicity: 1. The value obtained for the molecular weight is 114.1 u. As for the SMILES: CC(=O)O.O.O.O. The HOMO energy comes out at -0.40659 Ha. The value obtained for the HOMO-LUMO gap is 11.369 eV.

Geometry as XYZ:
```
17
C2H10O5 | the Open Molecules 2025 dataset | ωB97M-V/def2-TZVPD
O 0.1391 0.0035 -1.4495
O -1.9756 -0.9639 3.0491
O 1.2549 2.6760 0.1689
O 2.0177 -1.1988 -1.1809
O -1.6305 1.9410 1.2004
C 0.6835 -1.0545 -1.3073
C 0.0289 -2.3945 -1.2890
H -1.8528 -1.4551 2.2451
H 2.5078 -0.3728 -1.2354
H -0.5108 -2.4906 -0.3502
H -0.8094 -2.4220 -1.9862
H -1.5927 -0.0922 2.9302
H -0.7941 2.3676 1.4430
H 0.6535 -3.2591 -1.4062
H -1.6844 2.2829 0.3000
H 0.8462 3.4870 -0.1419
H 1.2194 2.1434 -0.6164
```

Here are the Löwdin charges for atoms 1 to 8, given in e: O 0.0987; O -0.0494; O -0.0426; O 0.1037; O -0.0636; C -0.5687; C 0.0163; H 0.0113

=====

Formula: C10H36N12O8
Source: the Open Molecules 2025 dataset
Level of theory: ωB97M-V/def2-TZVPD

As for the spin multiplicity: 1. The value obtained for the molecular weight is 452.5 u. As for the SMILES: NC(N)=O.NC(N)=O.NC(N)=O.NC(N)=O.NC(N)=O.NC(N)=O.CCO.CCO. The HOMO energy comes out at -0.32586 Ha. The value obtained for the HOMO-LUMO gap is 8.356 eV.

Geometry as XYZ:
```
66
C10H36N12O8 | the Open Molecules 2025 dataset | ωB97M-V/def2-TZVPD
O 0.1818 2.2589 -1.1527
O -3.3052 5.2849 0.7073
O 2.1118 -0.6951 -3.2017
O -0.5842 1.1609 1.8593
O -3.2132 -2.4471 -2.0607
O 3.1378 -0.5681 1.9153
O 1.6588 -5.3511 0.9533
O -3.1072 1.5169 -0.6557
N -0.9722 -2.8631 -1.1597
N 2.0578 -0.7881 -0.9477
N -1.9142 3.8509 -0.5917
N -2.5322 -4.5131 -0.9567
N 2.3838 -3.2291 1.7263
N 1.6598 -3.4021 -0.3687
N -1.3512 -0.3991 0.2943
N 4.9528 -0.7321 0.4573
N 0.1628 -0.5031 -1.9107
N -1.9772 3.5719 1.5733
N 4.2708 1.2579 0.8603
N 0.3428 -0.9321 1.5033
C 1.9528 -3.9781 0.7633
C -4.0862 1.1729 0.3853
C 1.7368 3.8759 -0.1497
C -4.6422 -0.2601 0.2253
C -2.3892 4.2619 0.5553
C 1.3508 2.4099 -0.4577
C 4.0848 0.0129 1.0303
C -0.5262 -0.0091 1.2403
C 1.4348 -0.7031 -2.0917
C -2.2382 -3.3171 -1.3957
H 1.7268 -2.3681 -0.5657
H -3.5402 -4.7331 -1.0497
H 4.9108 1.6269 0.1303
H 1.0208 4.2729 0.5493
H -3.6442 1.3309 1.3583
H 3.6968 2.0109 1.4093
H 0.9648 -0.7261 2.2523
H -5.4432 -0.3781 0.9313
H 2.7338 4.0119 0.1443
H -0.2482 -3.4631 -0.6837
H -1.0672 3.2819 -0.6837
H -1.4822 -1.3861 0.0573
H -0.3992 -0.4771 -0.9617
H -2.2562 4.4809 -1.3387
H -2.7722 2.4169 -0.5267
H -5.0552 -0.3571 -0.7837
H 2.7128 -2.2211 1.6293
H 0.2528 -1.9311 1.3203
H -1.9292 -5.2171 -0.3337
H -1.3672 2.7609 1.5423
H 0.0908 1.3619 -1.4117
H -0.3682 -0.0921 -2.7717
H 3.0788 -0.7151 -1.0837
H 1.6198 4.4699 -1.0457
H -2.0902 0.2969 -0.0407
H -4.7822 1.9539 0.2243
H -2.4132 3.7929 2.4613
H 4.9138 -1.7831 0.6843
H 1.3248 1.7609 0.4923
H 2.6038 -3.7361 2.6243
H 5.7238 -0.4881 -0.1077
H 2.1508 1.9659 -1.0567
H -0.5952 -1.9911 -1.5017
H -3.8682 -1.0381 0.4013
H 1.4838 -4.0481 -1.1837
H 1.6668 -0.5911 -0.0277
```

Here are the Löwdin charges for atoms 1 to 8, given in e: O -0.0636; O -0.1350; O -0.0168; O -0.0483; O -0.1883; O -0.1599; O -0.1811; O -0.1318